Model 1:
Density functional theory data (ωB97M-V/def2-TZVPD) for a molecular structure, C33H38AsAuBF6O2P2.

```
84
C33H38AsAuBF6O2P2, DFT ωB97M-V/def2-TZVPD
Au -0.31 0.14 0.75
As -1.54 2.82 2.39
P -3.42 -1.21 -0.75
P 0.20 1.25 -1.55
F -2.62 3.08 3.66
F -0.37 2.36 1.01
F -0.44 1.89 3.37
F -0.63 4.23 2.62
F -2.52 3.53 1.18
F -2.30 1.25 2.00
O 2.31 0.56 2.05
O 0.81 -0.65 3.37
C 2.71 2.07 -0.88
C 1.43 2.54 -1.17
C 2.33 -1.76 4.92
C 2.03 -0.44 4.26
C 0.73 0.73 -3.21
C -1.08 -2.51 -1.39
C 0.18 -3.09 -1.15
C 1.27 -0.95 -4.86
C 3.97 -1.09 2.64
C 1.42 0.04 -5.83
C 3.47 4.32 -0.57
C -1.80 -1.95 -0.36
C 0.91 1.72 -4.19
C 1.65 0.61 5.28
C 3.99 1.18 3.69
C -1.43 2.09 -1.88
C -6.02 -3.43 -2.88
C 0.72 -3.09 0.11
C 1.18 3.91 -1.16
C 3.73 2.96 -0.59
C -3.10 0.12 -1.94
C -4.49 -2.49 -1.29
C 0.93 -0.60 -3.56
C 2.20 4.80 -0.86
C -2.62 1.41 -1.22
C -6.09 -4.59 -2.11
C 3.13 0.04 3.22
C -4.58 -3.66 -0.50
C -5.37 -4.70 -0.92
C -5.25 -2.37 -2.47
C 1.24 1.37 -5.48
C -1.25 -1.95 0.95
C 0.01 -2.52 1.18
B 1.13 0.05 2.30
H 3.39 2.07 3.91
H 1.69 -3.55 0.29
H 1.69 -0.23 -6.84
H 4.52 0.89 4.60
H -6.72 -5.41 -2.44
H -2.36 -0.27 -2.65
H 4.72 2.59 -0.37
H 4.26 5.02 -0.32
H 0.84 -1.37 -2.81
H 1.43 1.58 4.82
H -1.36 3.11 -1.51
H 4.58 -0.70 1.84
H 0.72 -3.55 -1.97
H 4.72 1.44 2.93
H 1.38 2.15 -6.23
H 4.62 -1.51 3.40
H -4.01 0.33 -2.50
H 0.79 2.77 -3.93
H 1.43 -1.99 -5.12
H 2.00 5.86 -0.86
H 3.34 -1.89 2.24
H -1.87 -1.65 1.80
H -5.21 -1.46 -3.06
H 0.39 -2.56 2.19
H 2.91 1.01 -0.90
H -1.58 2.14 -2.96
H 0.76 0.28 5.81
H -6.59 -3.35 -3.80
H 3.25 -1.68 5.50
H -1.48 -2.54 -2.40
H 0.20 4.30 -1.39
H -3.47 2.09 -1.17
H 1.52 -2.01 5.60
H 2.45 -2.57 4.20
H 2.45 0.74 6.00
H -4.04 -3.73 0.44
H -5.45 -5.60 -0.33
H -2.39 1.22 -0.17
```

As for the spin multiplicity: 2. The calculation puts the HOMO-LUMO gap (alpha / beta) at 5.67 / 4.81 eV. As for the net charge: +2.

Model 2:
Density functional theory data (ωB97M-V/def2-TZVPD) for a molecular structure, C33H38AsAuBF6O2P2.

```
84
C33H38AsAuBF6O2P2, DFT ωB97M-V/def2-TZVPD
Au -0.23 0.35 -0.53
As 0.33 0.99 2.89
P -1.66 -1.45 -0.23
P 3.05 -1.14 -0.80
F 1.32 0.98 1.35
F 1.41 2.12 3.54
F -0.62 2.23 2.13
F 1.27 -0.36 3.41
F -0.73 -0.16 2.03
F -0.69 0.94 4.25
O -1.14 3.16 -0.56
O -2.96 1.72 -0.55
C -2.70 -3.46 -1.78
C -1.78 -1.59 -3.01
C 1.14 0.32 -4.06
C -4.57 -2.18 2.56
C -2.68 -3.48 -4.19
C 6.53 -0.90 -2.75
C 2.17 0.00 -1.90
C -5.62 -1.43 2.07
C -0.48 -2.59 0.63
C -2.35 4.06 -0.42
C 1.83 -0.48 -3.16
C 6.93 -2.23 -2.83
C -2.16 5.21 -1.37
C -3.54 3.09 -0.80
C -2.99 -4.09 -2.98
C -3.35 -2.20 1.90
C -3.91 3.11 -2.27
C 1.91 -2.51 -0.42
C -2.08 -2.21 -1.80
C 0.75 1.60 -3.70
C 4.99 -2.94 -1.61
C -2.37 4.53 1.02
C 6.17 -3.25 -2.26
C 1.79 1.31 -1.53
C 1.00 -2.20 0.79
C 1.06 2.09 -2.43
C -5.47 -0.70 0.89
C -4.25 -0.72 0.23
C 5.35 -0.58 -2.12
C -3.18 -1.46 0.73
C -2.08 -2.23 -4.21
C 4.56 -1.60 -1.56
C -4.76 3.22 0.09
B -1.67 1.96 -0.50
H -0.54 -3.55 0.12
H -3.04 2.96 -2.90
H -2.97 -3.93 -0.84
H -4.37 4.06 -2.54
H 0.21 2.22 -4.40
H -1.42 5.01 1.25
H -4.14 -0.16 -0.69
H 1.08 -1.17 1.13
H -1.34 -0.60 -3.01
H -2.91 -3.98 -5.12
H 1.40 -2.77 1.63
H -0.89 -2.70 1.63
H -5.16 4.24 0.02
H -4.53 3.01 1.13
H -3.04 5.85 -1.36
H 7.14 -0.12 -3.19
H -4.63 2.31 -2.46
H 1.37 -2.71 -1.35
H 5.04 0.46 -2.04
H 2.15 1.76 -0.61
H 4.41 -3.73 -1.15
H 7.86 -2.48 -3.33
H -3.47 -5.06 -2.97
H -1.98 4.88 -2.39
H -6.57 -1.41 2.59
H -2.50 3.71 1.72
H 0.79 3.10 -2.15
H 0.92 -0.06 -5.05
H 6.50 -4.27 -2.32
H -1.31 5.81 -1.04
H -1.86 -1.75 -5.15
H -5.53 2.54 -0.25
H -2.56 -2.80 2.33
H 2.50 -3.39 -0.19
H 2.13 -1.48 -3.46
H -6.29 -0.13 0.49
H -3.17 5.25 1.17
H -4.69 -2.76 3.47
```

As for the spin multiplicity: 2. The calculation puts the HOMO-LUMO gap (alpha / beta) at 6.79 / 5.64 eV. As for the net charge: +2.

Most stable: model 2 (next structure +30.8 kcal/mol)

Model 1:
Density functional theory data (ωB97M-V/def2-TZVPD) for 7 unconnected molecules or ions with the total composition C14H21N7.

```
42
C14H21N7, DFT ωB97M-V/def2-TZVPD
N 5.48 2.31 3.14
N 2.39 -2.30 3.42
N -1.69 4.02 -1.09
N -1.72 -2.10 -2.81
N -2.30 -2.20 1.64
N 1.72 0.64 0.02
N -0.64 1.56 2.89
C -2.11 -2.46 -3.83
C -2.60 -2.87 -5.14
C -0.21 0.76 3.60
C 4.40 2.51 0.78
C 5.02 2.40 2.09
C -3.49 -3.71 -0.12
C 3.14 -1.74 2.76
C -2.58 4.47 -3.49
C -0.88 0.38 -0.10
C 4.05 -0.99 1.90
C -2.09 4.22 -2.15
C 0.58 0.51 -0.06
C -2.82 -2.87 0.87
C 0.34 -0.26 4.50
H 4.55 -0.20 2.45
H -2.08 5.34 -3.89
H 3.33 2.70 0.90
H -1.28 1.34 -0.41
H -3.65 4.68 -3.51
H -4.57 -3.69 0.03
H 1.41 -0.10 4.55
H -2.92 -1.95 -5.65
H -3.17 -4.74 0.04
H -0.11 -0.11 5.48
H -2.41 3.62 -4.15
H -1.18 0.08 0.90
H 3.46 -0.57 1.08
H 0.16 -1.25 4.09
H -1.86 -3.41 -5.72
H -3.49 -3.49 -5.03
H 4.80 -1.65 1.45
H -1.14 -0.41 -0.80
H -3.23 -3.35 -1.11
H 4.86 3.33 0.23
H 4.52 1.58 0.22
```

As for the spin multiplicity: 1. The calculation puts the HOMO-LUMO gap at 11.06 eV. As for the SMILES: CC#N.CC#N.CC#N.CC#N.CC#N.CC#N.CC#N.

Model 2:
Density functional theory data (ωB97M-V/def2-TZVPD) for 7 unconnected molecules or ions with the total composition C14H21N7.

```
42
C14H21N7, DFT ωB97M-V/def2-TZVPD
N 24.19 4.90 5.52
N 16.81 9.41 7.24
N 20.40 2.94 10.71
N 20.05 16.98 9.14
N 12.65 15.41 6.14
N 17.88 15.09 1.24
N 16.88 6.96 1.21
C 17.88 6.64 -1.20
C 16.94 12.83 2.16
C 17.88 15.53 9.45
C 19.94 0.59 9.57
C 17.31 6.84 0.12
C 26.24 3.94 6.83
C 11.85 14.62 6.33
C 19.22 8.43 6.89
C 10.86 13.55 6.61
C 17.47 14.09 1.66
C 19.12 16.30 9.28
C 25.10 4.52 6.08
C 20.21 1.89 10.19
C 17.83 8.92 7.07
H 17.10 7.00 -1.87
H 19.30 8.08 5.86
H 11.52 12.78 7.01
H 17.77 12.13 2.02
H 18.66 7.38 -1.35
H 17.91 14.65 8.81
H 16.71 12.90 3.23
H 19.40 7.54 7.50
H 19.31 0.68 8.68
H 19.56 -0.13 10.28
H 18.02 5.57 -1.40
H 20.93 0.27 9.24
H 10.41 13.17 5.70
H 27.05 4.64 7.00
H 16.11 12.39 1.61
H 19.80 9.30 7.20
H 26.54 3.00 6.37
H 26.02 3.59 7.83
H 17.03 16.17 9.21
H 10.10 13.89 7.31
H 17.82 15.21 10.49
```

As for the spin multiplicity: 1. The calculation puts the HOMO-LUMO gap at 11.85 eV. As for the SMILES: CC#N.CC#N.CC#N.CC#N.CC#N.CC#N.CC#N.

Most stable: model 1 (next structure +32.7 kcal/mol)

Model 1:
Density functional theory data (ωB97M-V/def2-TZVPD) for 2 unconnected molecules or ions with the total composition C5H14NO2.

```
22
C5H14NO2, DFT ωB97M-V/def2-TZVPD
O 1.72 1.03 0.95
O -0.01 -0.58 -2.76
N -0.61 1.06 -0.48
C 0.62 -1.13 1.04
C -0.92 -1.02 0.92
C -0.64 1.65 -1.59
C 1.31 -0.02 1.80
C -1.61 0.13 0.13
H 0.78 -2.14 1.41
H -2.17 0.72 0.85
H 0.57 0.43 2.48
H 2.64 1.28 0.76
H -1.29 -1.97 0.58
H 0.07 2.46 -1.76
H 0.67 -0.42 -3.41
H 2.13 -0.36 2.46
H -1.22 1.40 -2.47
H 0.04 -1.50 -2.46
H 1.12 -1.16 0.04
H -1.14 -0.88 2.00
H 0.11 1.31 0.21
H -2.17 -0.29 -0.70
```

As for the spin multiplicity: 1. The calculation puts the HOMO-LUMO gap at 10.54 eV. As for the net charge: +1.

Model 2:
Density functional theory data (ωB97M-V/def2-TZVPD) for 2 unconnected molecules or ions with the total composition C5H14NO2.

```
22
C5H14NO2, DFT ωB97M-V/def2-TZVPD
O -3.28 -0.84 -0.37
O 1.81 -0.29 1.94
N 2.93 0.66 -0.43
C 0.52 0.00 -1.14
C -0.77 0.30 -0.66
C 1.69 0.96 -1.09
C -2.61 -0.48 0.83
C -1.13 -0.63 0.60
H -0.88 1.34 -0.36
H -2.90 0.54 1.04
H -4.03 -1.43 -0.22
H -1.59 0.14 -1.38
H 3.11 1.09 0.46
H -0.54 -0.26 1.44
H -0.86 -1.68 0.45
H 0.57 -0.63 -2.04
H 3.74 0.69 -1.03
H 1.77 -0.39 0.98
H -2.96 -1.11 1.65
H 1.96 1.22 -2.12
H 1.27 1.92 -0.78
H 2.19 -1.13 2.23
```

As for the spin multiplicity: 1. The calculation puts the HOMO-LUMO gap at 6.96 eV. As for the net charge: +1.

Most stable: model 1 (next structure +54.5 kcal/mol)

Model 1:
Density functional theory data (ωB97M-V/def2-TZVPD) for C8H9N3O2 in the gas phase.

```
22
C8H9N3O2, DFT ωB97M-V/def2-TZVPD
O 1.91 1.33 0.88
O -2.79 1.05 0.25
N 0.46 0.53 -0.92
N -0.63 1.08 -0.21
N 0.58 -2.23 0.34
C -1.72 -1.14 -0.04
C 1.74 0.63 -0.41
C 2.35 -0.74 -0.33
C 1.87 -1.95 -0.02
C -1.80 0.40 -0.02
C -2.79 -2.01 -0.23
C -0.48 -1.73 0.09
C -0.57 2.50 0.10
H 3.43 -0.61 -0.36
H -2.69 -3.08 -0.07
H -1.16 2.72 0.95
H 1.72 0.57 1.61
H -3.81 -1.61 -0.15
H 2.48 1.21 -0.96
H 2.54 -2.88 0.12
H 0.37 2.98 0.10
H -1.01 2.99 -0.74
```

As for the spin multiplicity: 1. The calculation puts the HOMO-LUMO gap (alpha / beta) at 5.89 / 8.32 eV.

Model 2:
Density functional theory data (ωB97M-V/def2-TZVPD) for C8H9N3O2 in the gas phase.

```
22
C8H9N3O2, DFT ωB97M-V/def2-TZVPD
O -0.39 2.53 -2.53
O -0.92 -1.93 -2.55
N -1.10 1.79 -0.50
N 0.92 -2.02 1.98
N -1.10 -0.83 -1.74
C -0.70 1.57 -1.80
C -0.04 0.00 0.93
C 1.16 0.65 0.98
C -1.26 0.83 0.61
C 2.10 -1.36 1.97
C 2.27 -0.05 1.51
C -0.11 -1.38 1.36
C -0.59 0.18 -2.36
H -2.13 0.20 0.38
H -1.56 -2.57 -2.01
H -1.07 -1.92 1.18
H -0.02 0.07 -3.34
H 2.88 -1.88 2.48
H 3.23 0.36 1.67
H -1.59 1.34 1.50
H -1.29 2.77 -0.35
H 1.31 1.68 0.66
```

As for the spin multiplicity: 1. The calculation puts the HOMO-LUMO gap at 9.64 eV. As for the SMILES: O=C(/C=N/O)NCc1cccnc1.

Most stable: model 2 (next structure +101.1 kcal/mol)

Model 1:
Density functional theory data (ωB97M-V/def2-TZVPD) for C2H3BO3 in the gas phase.

```
9
C2H3BO3, DFT ωB97M-V/def2-TZVPD
O -2.31 -0.14 0.03
O -0.05 -1.09 0.13
O -0.27 1.16 0.12
C 1.10 0.82 0.04
C 1.21 -0.51 0.07
B -1.00 -0.03 0.06
H 2.12 -1.00 -0.14
H 1.84 1.68 0.08
H -2.64 -0.89 -0.40
```

As for the spin multiplicity: 1. The calculation puts the HOMO-LUMO gap at 9.62 eV. As for the SMILES: OB1OC=CO1.

Model 2:
Density functional theory data (ωB97M-V/def2-TZVPD) for C2H3BO3 in the gas phase.

```
9
C2H3BO3, DFT ωB97M-V/def2-TZVPD
O -0.17 1.16 -0.01
O 2.16 0.80 -0.01
O 0.62 -1.06 0.02
C -1.55 0.54 -0.04
C -2.67 0.07 0.00
B 0.89 0.30 0.00
H 2.79 0.21 -0.18
H -3.46 -0.48 0.30
H 1.40 -1.54 -0.07
```

As for the spin multiplicity: 1. The calculation puts the HOMO-LUMO gap at 10.49 eV. As for the SMILES: C#COB(O)O.

Most stable: model 1 (next structure +53.4 kcal/mol)

Model 1:
Density functional theory data (ωB97M-V/def2-TZVPD) for a molecular structure, C13H24MgN3O.

```
42
C13H24MgN3O, DFT ωB97M-V/def2-TZVPD
Mg -15.00 3.43 -20.66
O -13.80 2.55 -21.96
N -16.62 5.43 -24.75
N -15.56 -1.01 -21.99
N -5.54 1.22 -18.38
C -12.20 4.17 -26.72
C -12.58 2.02 -22.44
C -15.18 -2.10 -25.92
C -8.84 1.18 -20.09
C -7.55 2.02 -19.98
C -14.65 -0.25 -24.28
C -13.65 4.64 -26.57
C -15.14 -0.63 -23.02
C -6.44 1.54 -19.08
C -15.47 -0.65 -25.49
C -15.51 5.53 -25.12
C -8.73 -0.37 -20.12
C -14.11 5.61 -25.47
H -8.31 -0.84 -19.23
H -7.72 2.95 -19.45
H -11.71 2.62 -22.20
H -12.32 0.97 -22.30
H -14.12 -2.16 -26.15
H -14.67 0.84 -24.36
H -6.99 2.08 -20.92
H -11.77 3.86 -25.77
H -12.25 3.30 -27.37
H -13.78 6.63 -25.67
H -14.30 3.77 -26.54
H -11.51 4.86 -27.22
H -15.62 -2.79 -25.20
H -16.56 -0.68 -25.35
H -13.61 -0.53 -24.40
H -9.46 1.57 -20.90
H -13.77 5.13 -27.54
H -15.31 0.20 -26.16
H -12.55 2.17 -23.52
H -9.74 -0.77 -20.19
H -13.58 5.25 -24.58
H -8.25 -0.78 -21.01
H -15.69 -2.10 -26.88
H -9.47 1.50 -19.26
```

As for the spin multiplicity: 1. The calculation puts the HOMO-LUMO gap at 5.08 eV. As for the net charge: +1.

Model 2:
Density functional theory data (ωB97M-V/def2-TZVPD) for a molecular structure, C13H24MgN3O.

```
42
C13H24MgN3O, DFT ωB97M-V/def2-TZVPD
Mg 13.77 3.94 9.15
O 15.05 3.16 10.23
N 12.00 3.38 10.17
N 17.24 5.39 17.52
N 13.56 2.32 7.69
C 15.67 2.85 15.12
C 15.79 2.11 10.78
C 10.97 3.02 10.47
C 8.85 2.05 9.60
C 7.97 3.12 9.00
C 17.18 3.00 14.98
C 9.65 2.53 10.83
C 17.43 4.97 16.46
C 13.73 -0.95 8.82
C 17.67 4.44 15.11
C 14.34 -0.16 7.68
C 13.93 1.24 7.68
C 12.21 -0.77 8.95
H 9.80 1.74 11.57
H 18.74 4.54 14.91
H 14.22 -0.71 9.77
H 14.00 -0.56 6.71
H 15.39 1.80 15.00
H 7.13 3.34 9.65
H 11.71 -1.26 8.11
H 17.15 5.12 14.43
H 15.15 1.39 11.30
H 11.86 -1.23 9.86
H 11.94 0.29 8.90
H 16.25 1.51 9.97
H 15.43 -0.23 7.66
H 16.57 2.54 11.41
H 17.72 2.44 15.76
H 8.51 4.07 8.88
H 15.20 3.32 14.24
H 8.26 1.18 9.89
H 9.15 3.35 11.35
H 15.24 3.22 16.05
H 17.54 2.47 14.09
H 9.55 1.65 8.86
H 13.90 -2.01 8.63
H 7.65 2.84 8.00
```

As for the spin multiplicity: 1. The calculation puts the HOMO-LUMO gap at 7.52 eV. As for the net charge: +1.

Most stable: model 2 (next structure +130.4 kcal/mol)